51
Properties=species:S:1:pos:R:3 method="wB97M-V/def2-TZVPD" e_lumo_ha="-0.0913 / -0.0988" s2=8.755 multiplicity=6 charge=+1 homo_lumo_gap_ev="8.7 / 8.5" de_lowest_kj_mol=0.0 largest_force_ha_per_bohr=0.0176
Mn -0.33 1.02 0.15
O -0.40 7.33 0.60
C -0.25 6.01 0.63
C 0.94 5.37 0.96
C 0.98 3.99 0.98
N -0.08 3.23 0.69
C -1.20 3.87 0.36
Br -2.60 2.67 -0.12
C -1.37 5.22 0.32
H 0.43 7.78 0.79
H 1.83 5.94 1.20
H 1.89 3.46 1.23
H -2.31 5.68 0.05
O -1.71 -0.73 -0.43
C -1.32 -1.99 0.18
C -0.01 -1.67 0.97
O 0.81 -2.56 1.15
O 0.07 -0.48 1.41
C -2.31 -2.41 1.26
C -3.02 -1.43 1.96
C -3.94 -1.78 2.93
C -4.16 -3.12 3.22
C -3.42 -4.09 2.57
C -2.50 -3.75 1.59
C -1.19 -3.00 -0.95
C -2.37 -3.51 -1.50
C -2.33 -4.33 -2.62
C -1.11 -4.65 -3.21
C 0.06 -4.13 -2.67
C 0.02 -3.31 -1.56
H -2.64 -0.81 -0.67
H -2.83 -0.38 1.75
H -4.49 -1.01 3.46
H -4.89 -3.40 3.96
H -3.58 -5.14 2.81
H -1.92 -4.51 1.10
H -3.32 -3.28 -1.05
H -3.25 -4.71 -3.03
H -1.08 -5.29 -4.08
H 1.01 -4.38 -3.13
H 0.94 -2.92 -1.16
N 3.59 -1.97 0.60
C 4.07 -1.27 -0.42
N 5.33 -1.47 -0.82
N 3.39 -0.37 -1.11
C 2.21 0.09 -1.05
N 1.17 0.63 -1.12
H 4.18 -2.64 1.07
H 2.68 -1.78 1.04
H 5.93 -2.15 -0.39
H 5.65 -0.99 -1.65

56
Properties=species:S:1:pos:R:3 method="wB97M-V/def2-TZVPD" e_lumo_ha="0.1507 / 0.1234" s2=0.762 multiplicity=2 charge=-2 homo_lumo_gap_ev="6.2 / 6.0" de_lowest_kj_mol=125.7 largest_force_ha_per_bohr=0.0048
Ti 0.29 0.19 -0.30
N 3.96 -1.19 1.04
C 3.48 -0.85 -0.21
S 1.91 -1.57 -0.62
N 4.19 -0.11 -0.97
N 3.71 0.14 -2.25
C 3.37 1.35 -2.44
C 3.42 2.39 -1.38
C 4.39 3.38 -1.40
C 4.53 4.27 -0.35
C 3.69 4.16 0.76
C 2.70 3.20 0.80
C 2.54 2.34 -0.29
O 1.54 1.45 -0.28
H 3.22 -1.17 1.73
H 4.71 -0.56 1.31
H 3.05 1.61 -3.44
H 5.07 3.42 -2.25
H 5.31 5.03 -0.38
H 3.82 4.83 1.60
H 2.02 3.08 1.63
C -1.24 -5.21 0.97
C -1.34 -3.78 1.41
C -2.03 -3.38 2.54
C -2.06 -2.04 2.89
C -1.41 -1.12 2.09
Br 1.37 0.32 2.71
N -0.76 -1.49 0.98
C -0.73 -2.78 0.66
H -2.04 -5.81 1.40
H -0.28 -5.64 1.29
H -1.27 -5.29 -0.12
H -2.54 -4.12 3.15
H -2.59 -1.70 3.77
H -0.20 -3.05 -0.25
S -0.21 -4.69 -2.70
Sb 0.67 -2.72 -3.46
S -0.96 -1.17 -2.28
S -0.16 0.70 -2.53
S 0.43 -2.19 -5.66
N -0.36 3.17 1.07
C -1.40 2.60 0.61
N -1.52 1.26 0.29
C -2.84 0.94 -0.06
C -3.36 -0.33 -0.32
C -4.70 -0.48 -0.65
C -5.56 0.60 -0.73
C -5.07 1.87 -0.46
C -3.74 2.02 -0.13
S -2.93 3.50 0.29
H -1.41 -0.07 2.32
H -0.53 4.16 1.21
H -2.74 -1.20 -0.27
H -5.06 -1.48 -0.86
H -6.60 0.46 -1.00
H -5.72 2.74 -0.50

48
Properties=species:S:1:pos:R:3 method="wB97M-V/def2-TZVPD" e_lumo_ha=0.0121 multiplicity=1 homo_lumo_gap_ev=8.9 smiles="O=C(NCCc1nnc2ccc(NCc3ccccc3Cl)nn12)c1ccccc1" largest_force_ha_per_bohr=0.0287
O 0.59 1.81 -0.91
C -0.53 1.58 -1.34
N -1.65 1.90 -0.65
C -1.60 2.35 0.72
C -2.37 1.39 1.65
C -1.73 1.30 2.99
N -2.21 1.66 4.16
N -1.32 1.37 5.10
C -0.28 0.81 4.52
C 0.93 0.26 5.00
C 1.78 -0.28 4.09
C 1.45 -0.25 2.69
N 2.31 -0.75 1.78
C 2.15 -0.58 0.36
C 1.23 -1.56 -0.31
C 0.30 -2.32 0.39
C -0.58 -3.16 -0.26
C -0.56 -3.26 -1.64
C 0.36 -2.52 -2.37
C 1.24 -1.68 -1.70
Cl 2.37 -0.77 -2.64
N 0.32 0.26 2.24
N -0.50 0.76 3.16
C -0.77 0.96 -2.67
C -1.77 0.01 -2.86
C -1.93 -0.59 -4.09
C -1.09 -0.26 -5.14
C -0.08 0.68 -4.95
C 0.08 1.28 -3.72
H -2.55 1.73 -1.06
H -0.54 2.37 0.99
H -2.01 3.36 0.81
H -3.41 1.69 1.77
H -2.33 0.39 1.20
H 1.14 0.27 6.06
H 2.72 -0.72 4.38
H 3.14 -1.21 2.12
H 3.14 -0.64 -0.11
H 1.75 0.42 0.17
H 0.27 -2.25 1.47
H -1.29 -3.74 0.31
H -1.25 -3.91 -2.16
H 0.40 -2.59 -3.44
H -2.41 -0.29 -2.04
H -2.70 -1.33 -4.24
H -1.21 -0.73 -6.11
H 0.58 0.93 -5.77
H 0.87 1.99 -3.55

50
Properties=species:S:1:pos:R:3 method="wB97M-V/def2-TZVPD" e_lumo_ha="-0.0316 / -0.0565" s2=0.805 multiplicity=2 homo_lumo_gap_ev="6.8 / 6.4" de_lowest_kj_mol=0.0 largest_force_ha_per_bohr=0.0060
Ir -0.69 -0.65 -1.12
F 0.01 3.07 4.93
C -0.21 2.68 3.67
C 0.32 1.50 3.20
F 1.05 0.73 4.00
C 0.10 1.11 1.89
F 0.65 -0.06 1.52
C -0.66 1.86 1.00
S -1.04 1.54 -0.69
C -1.18 3.06 1.51
F -1.91 3.85 0.73
C -0.96 3.47 2.81
F -1.48 4.62 3.25
C 2.90 -2.68 -2.72
Si 1.78 -2.26 -1.29
C 0.20 -3.29 -1.42
C 2.58 -2.67 0.35
N 1.21 -0.59 -1.47
C 2.10 0.49 -1.65
C 1.72 1.59 -2.43
C 2.58 2.66 -2.60
C 3.84 2.66 -2.02
C 4.24 1.56 -1.28
C 3.39 0.48 -1.11
H 3.18 -3.74 -2.69
H 3.81 -2.09 -2.72
H 2.38 -2.50 -3.67
H 0.49 -4.34 -1.44
H -0.35 -3.11 -2.35
H -0.48 -3.18 -0.57
H 2.70 -3.75 0.42
H 1.94 -2.35 1.18
H 3.56 -2.22 0.49
H 0.76 1.57 -2.92
H 2.26 3.51 -3.20
H 4.50 3.51 -2.14
H 5.23 1.53 -0.84
H 3.72 -0.37 -0.53
N -2.31 -1.01 -0.53
C -3.41 -0.82 0.23
C -4.69 -0.83 -0.36
C -5.80 -0.60 0.42
C -5.67 -0.36 1.78
C -4.41 -0.37 2.37
C -3.28 -0.60 1.61
H -4.77 -1.01 -1.43
H -6.78 -0.60 -0.03
H -6.54 -0.17 2.39
H -4.30 -0.19 3.44
H -2.29 -0.62 2.05